[1]
This record from OMol25 describes a molecular structure, C12H30BBeF4N2O4. The level of theory is ωB97M-V/def2-TZVPD.

XYZ file:
```
54
Properties=species:S:1:pos:R:3:forces:R:3
Be -28.049 17.402 12.605 -0.20 1.36 1.50
B -27.133 16.915 9.900 0.91 0.94 -2.02
F -28.392 16.449 9.520 0.30 -0.28 0.37
F -26.248 17.014 8.834 -0.48 -0.30 0.41
F -27.315 18.239 10.425 -0.41 -0.27 0.84
F -26.534 16.160 10.930 -1.19 -0.35 0.31
C -25.123 17.606 12.753 1.81 0.60 0.18
O -26.333 18.323 12.938 -1.22 -1.13 0.46
C -26.227 19.727 13.266 1.28 -0.23 -0.38
C -27.410 20.039 14.105 -1.78 0.48 -0.95
N -28.549 19.510 13.356 0.23 -1.49 0.14
C -28.826 20.072 12.065 -0.42 2.17 0.13
C -30.080 19.440 11.553 0.91 0.14 -1.94
O -29.907 18.019 11.709 0.13 0.53 0.06
C -30.836 17.306 10.894 0.01 -1.57 0.15
H -25.294 16.666 12.247 0.02 0.41 0.20
H -24.617 17.454 13.712 -0.29 -0.13 0.14
H -24.422 18.221 12.180 -0.21 -0.05 -0.30
H -26.140 20.221 12.294 -0.43 0.40 0.27
H -25.308 19.997 13.798 0.08 -0.67 0.03
H -27.669 21.094 14.243 1.01 0.22 0.19
H -27.433 19.540 15.074 0.54 0.08 0.01
H -29.350 19.571 13.973 -0.35 -0.06 -0.44
H -28.024 19.991 11.333 0.04 -0.86 0.35
H -28.922 21.170 12.085 -0.50 0.01 0.29
H -30.046 19.705 10.485 -0.34 -0.44 -0.01
H -31.051 19.820 11.888 0.20 -0.38 0.72
H -31.853 17.668 11.037 0.03 0.17 0.10
H -30.746 16.276 11.238 -0.57 0.58 -0.01
H -30.588 17.221 9.834 0.29 0.78 0.06
C -26.389 14.252 13.129 -0.18 -0.91 -1.53
O -26.747 15.521 13.618 -0.12 0.07 0.28
C -26.722 15.504 15.037 -0.82 -0.74 -0.98
C -27.538 16.645 15.592 1.50 1.32 0.90
N -28.667 17.196 14.817 0.74 -1.52 -0.65
C -29.889 16.413 14.814 -2.36 0.08 1.01
C -29.995 15.144 13.985 1.51 0.36 0.25
O -29.200 15.413 12.824 -1.08 0.60 -0.75
C -29.513 14.592 11.701 0.91 -1.58 -0.11
H -25.326 14.000 13.162 0.10 0.27 0.74
H -26.596 14.192 12.070 -0.17 0.50 -0.33
H -26.998 13.432 13.522 0.13 0.20 0.64
H -25.662 15.454 15.286 -0.10 0.40 0.88
H -27.212 14.587 15.381 0.25 -0.21 -0.07
H -26.891 17.523 15.707 0.19 -0.13 -0.15
H -27.756 16.402 16.638 -0.59 -0.17 -0.13
H -28.875 18.016 15.374 -0.22 0.28 -0.58
H -30.735 17.008 14.447 0.59 0.60 -0.36
H -30.257 16.262 15.841 0.42 -0.59 0.03
H -31.051 14.958 13.783 0.03 0.05 -0.37
H -29.602 14.255 14.489 0.13 0.00 -0.05
H -29.231 13.558 11.941 -0.09 0.04 0.08
H -28.885 14.890 10.868 -0.15 0.22 0.03
H -30.558 14.559 11.386 -0.01 0.23 0.37
```
Positions in Å, forces in eV/Å.

Output
Charge   +1
Calculated total energy   -1324.689270 a.u.
Energy relative to the best compared isomer or geometry (same formula, charge and spin)   0.0 kcal per mole
Strongest force on any atom   2.6 eV/A

Here are the natural (NBO) charges for atoms 1 to 4, given in e:
1. Be 1.6856
2. B 1.3386
3. F -0.5558
4. F -0.5394


[2]
This record from OMol25 describes 6 unconnected molecules or ions with the total composition C19H50N2O4. The level of theory is ωB97M-V/def2-TZVPD.

XYZ file:
```
75
Properties=species:S:1:pos:R:3:forces:R:3
C 3.936 2.541 1.454 -0.67 -0.25 -0.70
C 2.755 1.522 1.656 2.32 1.58 1.59
N 1.766 2.076 2.598 -0.95 -1.17 -0.54
C 2.184 2.493 3.927 -0.59 -0.98 -0.43
C 2.698 1.330 4.705 0.48 -0.94 0.71
C 0.918 3.051 1.965 1.76 1.09 -0.09
C -0.067 2.504 1.042 -1.45 -0.26 -1.20
H 3.636 3.240 0.674 0.35 0.15 -0.08
H 4.831 2.006 1.137 0.03 0.12 -0.09
H 4.174 3.133 2.337 -0.04 -0.27 0.06
H 2.382 1.266 0.665 -0.50 -0.12 0.39
H 3.253 0.671 2.122 -0.60 -0.41 -0.19
H 2.906 3.309 3.924 -0.05 0.32 0.04
H 1.248 2.764 4.415 0.19 0.62 0.04
H 1.938 0.581 4.926 -0.35 0.21 -0.14
H 3.458 0.756 4.174 0.38 0.29 0.15
H 3.071 1.676 5.669 0.29 -0.11 -0.03
H 1.603 3.617 1.335 -0.15 1.20 0.13
H 0.436 3.685 2.710 0.20 0.00 0.02
H -0.637 1.719 1.539 -0.33 0.03 -0.42
H 0.367 2.197 0.091 0.14 -0.67 0.14
H -0.710 3.316 0.704 -0.43 -0.05 0.28
C -0.433 -1.331 -2.785 -0.86 0.67 0.49
C -1.542 -0.374 -2.255 0.77 -0.07 -0.64
N -2.942 -0.726 -2.479 0.56 -0.42 0.09
C -3.724 0.280 -1.773 -2.28 -0.05 0.48
C -5.253 -0.019 -1.770 0.22 -1.59 -0.29
C -3.282 -0.970 -3.897 -0.18 1.63 -0.19
C -3.379 0.310 -4.792 -0.09 -0.35 0.21
H -0.439 -1.317 -3.874 0.18 -0.27 0.07
H -0.509 -2.344 -2.389 -0.28 -0.06 -0.17
H 0.528 -0.952 -2.436 0.07 0.12 -0.18
H -1.372 -0.139 -1.204 -0.25 -0.49 0.18
H -1.376 0.599 -2.718 0.34 0.41 -0.39
H -3.385 0.325 -0.738 0.11 -0.28 0.04
H -3.675 1.323 -2.089 0.73 0.25 -0.78
H -5.582 -0.298 -2.770 -0.07 0.62 -0.30
H -5.469 -0.961 -1.267 0.30 -0.08 0.49
H -5.968 0.686 -1.345 0.59 0.47 -0.08
H -4.272 -1.421 -3.956 0.06 -0.16 0.20
H -2.622 -1.652 -4.434 0.35 -0.18 0.81
H -3.306 -0.031 -5.825 -0.50 0.15 -0.13
H -2.623 1.092 -4.720 0.38 -0.31 0.50
H -4.323 0.808 -4.571 -0.11 0.01 -0.40
C -3.846 -1.484 1.826 0.29 0.17 2.44
O -5.242 -1.362 2.172 -0.15 0.26 -1.64
H -3.493 -1.558 2.855 1.40 -0.87 -0.28
H -3.570 -2.320 1.183 -0.25 -0.01 -0.01
H -3.302 -0.589 1.525 -1.07 0.37 -0.64
H -5.468 -2.257 2.437 -0.30 0.07 0.10
C -1.017 -3.248 3.833 -1.64 -0.54 0.40
O -1.266 -1.868 4.141 0.58 -1.16 -0.67
H -1.978 -3.761 3.866 -0.34 0.02 0.56
H -0.768 -3.535 2.812 0.86 0.81 -0.18
H -0.392 -3.762 4.564 0.36 0.27 -0.09
H -0.632 -1.397 3.596 0.31 0.73 0.06
C -0.217 -0.904 1.178 0.73 0.86 -2.12
O 0.539 -0.428 2.233 -0.07 -1.58 1.77
H 0.332 -0.569 0.297 -0.35 0.14 -0.76
H -0.206 -1.981 1.006 -0.23 -0.14 0.96
H -1.210 -0.460 1.123 -0.23 -0.35 0.12
H 0.807 0.486 2.116 0.08 0.51 0.34
C 3.629 0.012 -1.737 1.59 -1.09 -1.17
C 4.529 -1.213 -1.980 0.71 -2.15 2.57
C 3.790 -2.177 -2.872 -0.61 0.74 0.53
O 3.043 -1.263 -3.673 -0.07 0.04 -0.34
C 3.325 0.072 -3.195 -1.78 0.81 -2.03
H 4.227 0.847 -1.372 -0.29 0.08 0.02
H 2.792 -0.237 -1.085 -0.02 0.07 -0.14
H 4.679 -1.751 -1.044 0.62 0.08 0.24
H 5.492 -1.092 -2.476 0.02 0.97 0.39
H 3.104 -2.835 -2.339 -0.26 0.07 0.16
H 4.494 -2.847 -3.365 -0.08 0.28 -0.74
H 2.474 0.670 -3.521 -0.30 -0.01 0.24
H 4.150 0.468 -3.787 0.43 0.10 0.29
```
Positions in Å, forces in eV/Å.

Output
Structure (SMILES)   CCN(CC)CC.CCN(CC)CC.C1CCOC1.CO.CO.CO
Charge   0
Calculated total energy   -1164.195895 a.u.
Strongest force on any atom   3.4 eV/A

Here are the Löwdin charges for atoms 1 to 4, given in e:
1. C -0.0689
2. C -0.2121
3. N -0.2265
4. C -0.2524


[3]
This record from OMol25 describes a single C5H11NO molecule. The level of theory is ωB97M-V/def2-TZVPD.

XYZ file:
```
18
Properties=species:S:1:pos:R:3:forces:R:3
C -0.136 0.528 1.084 -1.32 -0.53 1.84
C -0.181 -0.985 1.569 1.73 1.21 -1.46
C 0.977 -1.678 0.760 -1.00 0.60 -1.23
C 0.819 -2.843 0.112 -2.01 -1.17 2.27
N -0.498 0.591 -0.280 -1.25 0.81 0.16
C -0.215 1.814 -0.870 2.16 3.25 2.77
O -0.636 2.162 -2.094 -2.01 -1.09 -3.10
H 0.873 0.899 1.230 0.47 0.14 0.22
H -0.831 1.259 1.654 0.95 -1.32 -0.47
H 0.015 -1.099 2.649 -0.21 0.19 -0.47
H -1.141 -1.404 1.277 -0.04 -0.22 0.24
H 1.808 -1.013 0.414 -0.21 -0.70 1.13
H 1.603 -3.523 -0.194 0.18 0.61 -0.82
H -0.189 -3.386 0.299 1.71 0.80 -0.35
H -0.522 -0.186 -0.842 0.44 -2.27 -1.12
H -0.676 2.572 -0.170 0.61 -0.33 -0.38
H 0.885 2.071 -0.919 -0.25 -0.51 0.72
H -0.832 1.361 -2.611 0.07 0.55 0.05
```
Positions in Å, forces in eV/Å.

Output
Structure (SMILES)   C=CCCNCO
Charge   0
Calculated total energy   -327.012583 a.u.
Energy relative to the best compared isomer or geometry (same formula, charge and spin)   74.5 kcal per mole
Strongest force on any atom   4.8 eV/A

Here are the natural (NBO) charges for atoms 1 to 4, given in e:
1. C -0.1945
2. C -0.4435
3. C -0.1736
4. C -0.4170


[4]
This record from OMol25 describes 2 unconnected molecules or ions with the total composition C28H35N4O. The level of theory is ωB97M-V/def2-TZVPD.

XYZ file:
```
68
Properties=species:S:1:pos:R:3:forces:R:3
C 2.413 -4.779 -1.761 0.06 -0.36 0.35
N 1.960 -3.416 -1.604 -0.20 0.47 -0.37
C 1.880 -2.572 -2.674 0.66 -0.59 -1.24
O 2.204 -2.850 -3.825 -0.62 0.60 1.73
C 1.336 -1.240 -2.168 0.57 0.16 -0.70
C 0.015 -0.854 -2.832 -0.52 0.04 -0.05
C 0.128 -0.648 -4.327 -0.08 0.13 -0.23
C -0.630 -1.433 -5.205 0.42 0.02 0.01
C -0.424 -1.338 -6.585 0.10 0.26 0.13
C 0.498 -0.411 -7.090 -0.10 -0.08 0.32
C 1.184 0.442 -6.215 -0.15 -0.10 0.19
C 0.992 0.329 -4.833 -0.11 -0.31 -0.33
N 1.192 -1.481 -0.733 -0.80 2.07 1.54
C 0.754 -0.502 0.077 0.70 -1.22 -1.94
C 0.599 -0.657 1.444 -0.46 0.40 2.13
C 0.155 0.321 2.332 0.73 -0.90 -1.19
C 0.042 0.091 3.752 -0.12 -0.36 1.47
C -0.386 1.114 4.653 0.26 -0.36 -0.72
C -0.459 0.876 6.019 -0.09 0.07 0.16
C -0.129 -0.380 6.552 0.02 0.32 -0.67
C -0.229 -0.608 7.965 -0.24 -0.33 2.76
N -0.326 -0.769 9.123 0.26 0.35 -2.83
C 0.295 -1.398 5.691 0.07 -0.26 -0.27
C 0.372 -1.177 4.323 -0.12 0.52 -0.09
C 1.573 -2.850 -0.314 0.15 -0.98 -0.07
C 0.371 -3.633 0.250 -0.11 0.17 -0.17
C 2.793 -2.874 0.626 0.05 0.26 -0.17
H 2.623 -4.954 -2.817 -0.06 0.13 0.15
H 3.324 -4.951 -1.177 -0.12 -0.04 -0.16
H 1.637 -5.476 -1.424 0.17 0.04 -0.12
H 2.094 -0.451 -2.336 -0.29 -0.39 0.04
H -0.720 -1.650 -2.623 0.16 0.30 -0.02
H -0.340 0.073 -2.356 -0.05 -0.21 -0.08
H -1.353 -2.142 -4.789 0.29 0.15 -0.24
H -0.980 -1.994 -7.260 0.20 0.29 0.21
H 0.676 -0.349 -8.166 -0.08 0.01 0.36
H 1.877 1.192 -6.603 -0.24 -0.27 0.08
H 1.519 0.988 -4.136 -0.05 -0.16 -0.32
H 0.521 0.447 -0.407 0.08 -0.19 0.04
H 0.865 -1.638 1.831 -0.24 0.58 0.03
H -0.062 1.321 1.945 0.05 -0.36 0.12
H -0.653 2.100 4.257 0.09 -0.37 0.18
H -0.777 1.661 6.705 0.06 -0.16 -0.28
H 0.565 -2.372 6.101 -0.10 0.29 -0.12
H 0.701 -1.999 3.682 -0.12 0.28 0.36
H -0.403 -3.710 -0.528 0.22 -0.05 0.27
H 0.693 -4.641 0.548 -0.12 0.34 -0.11
H -0.072 -3.136 1.118 0.07 -0.25 -0.15
H 3.659 -2.466 0.086 -0.18 -0.14 0.22
H 2.638 -2.275 1.526 0.11 -0.21 -0.11
H 3.005 -3.910 0.922 -0.06 0.35 -0.10
C -0.930 5.308 2.055 -0.13 -0.04 0.11
C -1.526 4.550 0.877 0.54 0.70 -0.99
C -2.773 5.225 0.261 -0.01 -0.29 0.49
C -3.654 4.063 -0.244 0.21 0.05 -0.23
C -3.107 2.779 0.427 -0.62 -0.37 -0.22
N -1.959 3.219 1.165 -0.10 -0.33 1.04
H -0.685 6.333 1.751 -0.01 -0.19 0.06
H -1.635 5.356 2.894 0.09 -0.04 -0.18
H -0.003 4.837 2.403 -0.08 0.05 0.00
H -0.755 4.531 0.080 0.01 0.12 0.11
H -3.306 5.779 1.043 0.13 -0.01 -0.12
H -2.494 5.923 -0.535 -0.11 -0.12 0.22
H -4.706 4.228 0.009 0.22 -0.08 -0.18
H -3.559 3.978 -1.331 -0.19 -0.01 0.16
H -3.880 2.336 1.080 0.32 0.08 -0.12
H -2.867 2.014 -0.338 -0.06 0.21 0.12
H -1.368 2.571 1.664 -0.30 0.34 -0.27
```
Positions in Å, forces in eV/Å.

Output
Charge   +1
Calculated total energy   -1381.953086 a.u.
Energy relative to the best compared isomer or geometry (same formula, charge and spin)   34.3 kcal per mole
Strongest force on any atom   2.9 eV/A

Here are the natural (NBO) charges for atoms 1 to 4, given in e:
1. C -0.4231
2. N -0.4548
3. C 0.6744
4. O -0.5653


[5]
This record from OMol25 describes 2 unconnected molecules or ions with the total composition C5H9BrO. The level of theory is ωB97M-V/def2-TZVPD.

XYZ file:
```
16
Properties=species:S:1:pos:R:3:forces:R:3
C -0.459 1.544 -0.252 0.60 -0.10 -0.92
C -0.390 1.676 1.226 -1.97 -4.59 0.86
C 0.829 -1.876 0.278 0.71 0.63 1.76
C 1.048 -1.104 -0.952 -0.66 -0.46 0.43
C -1.245 0.571 -1.015 0.85 -1.12 -0.59
O 0.230 2.323 -0.883 0.34 0.38 -1.00
Br -2.468 -0.583 -0.203 -0.03 0.17 0.00
H 0.436 1.029 1.721 -1.68 1.05 -0.83
H -0.302 2.653 1.411 1.23 3.80 0.75
H -1.444 1.504 1.606 1.29 -0.66 0.19
H 1.081 -2.951 0.142 -0.18 0.69 0.31
H -0.194 -1.788 0.677 -0.14 -0.36 -0.42
H 1.402 -1.396 1.127 -0.19 -0.91 -0.81
H 0.850 -1.689 -1.823 0.02 0.32 -0.91
H 1.689 -0.248 -0.957 0.11 0.31 -0.27
H -1.062 0.335 -2.102 -0.29 0.84 1.45
```
Positions in Å, forces in eV/Å.

Output
Charge   0
Calculated total energy   -2845.018839 a.u.
Energy relative to the best compared isomer or geometry (same formula, charge and spin)   54.9 kcal per mole
Strongest force on any atom   5.1 eV/A

Here are the natural (NBO) charges for atoms 1 to 4, given in e:
1. C 0.4302
2. C -0.6935
3. C -0.7101
4. C -0.2469


[6]
This record from OMol25 describes 2 unconnected molecules or ions with the total composition C4H6O2S. The level of theory is ωB97M-V/def2-TZVPD.

XYZ file:
```
13
Properties=species:S:1:pos:R:3:forces:R:3
C -0.036 1.022 1.368 0.03 -2.42 -2.44
C -0.048 -0.840 -1.392 0.42 0.79 1.06
C 1.372 -0.263 -1.283 1.29 -1.15 -0.74
C 0.706 -0.826 -0.071 -0.94 3.57 0.25
O -2.168 1.787 2.686 0.14 1.84 -0.43
O -2.406 -0.262 1.564 1.44 0.94 -1.66
S -1.623 0.985 1.620 -0.99 -2.92 2.84
H 0.411 2.004 1.384 0.24 0.10 -0.03
H -0.885 -0.159 -1.521 0.28 0.19 0.45
H -0.281 -1.738 -1.934 0.46 -0.57 0.09
H 2.133 -1.070 -1.599 -0.88 1.51 0.26
H 1.728 0.802 -1.561 -1.03 -1.88 0.88
H 1.096 -1.442 0.739 -0.48 0.00 -0.52
```
Positions in Å, forces in eV/Å.

Output
Charge   0
Calculated total energy   -704.407737 a.u.
Energy relative to the best compared isomer or geometry (same formula, charge and spin)   170.6 kcal per mole
Strongest force on any atom   4.2 eV/A

Here are the natural (NBO) charges for atoms 1 to 4, given in e:
1. C -0.7015
2. C -0.4529
3. C -0.4904
4. C 0.0532


[7]
This record from OMol25 describes a single C6H4O molecule. The level of theory is ωB97M-V/def2-TZVPD.

XYZ file:
```
11
Properties=species:S:1:pos:R:3:forces:R:3
C -2.483 -0.243 -0.748 -0.03 -0.01 -0.02
C -1.166 0.112 -0.227 0.48 0.11 0.19
C -0.085 0.424 0.213 -0.51 -0.09 -0.19
C 1.177 0.877 0.768 -0.01 0.32 0.16
O 1.294 1.951 1.323 -0.04 -0.44 -0.22
C 2.312 -0.029 0.625 0.50 -0.33 -0.04
C 3.281 -0.739 0.529 -0.43 0.30 0.03
H -2.824 0.513 -1.463 0.07 -0.10 0.11
H -3.211 -0.288 0.068 0.12 0.01 -0.10
H -2.464 -1.214 -1.251 0.03 0.14 0.08
H 4.149 -1.357 0.450 -0.18 0.10 0.01
```
Positions in Å, forces in eV/Å.

Output
Structure (SMILES)   C#CC(=O)C#CC
Charge   0
Calculated total energy   -306.127487 a.u.
Energy relative to the best compared isomer or geometry (same formula, charge and spin)   52.7 kcal per mole
Strongest force on any atom   0.6 eV/A

Here are the natural (NBO) charges for atoms 1 to 4, given in e:
1. C -0.6988
2. C 0.1297
3. C -0.1500
4. C 0.4471